(1)
DFT (the ωB97M-V functional and the def2-TZVPD basis) results for a molecular structure, C34H49ClFN6O2SiTi.

The electronic energy comes out at -3503.119635 a.u. The calculation puts the maximum force at 0.4 eV/Å. The value obtained for the energy above the lowest of the compared OMol25 structures with the same formula, charge and spin is 0.0 kcal per mole. For the molar mass, the calculation gives 704.21 g/mol. Its total charge is -1. The LUMO energy (alpha / beta) is 2.548 / 2.548 eV. The HOMO-LUMO gap (alpha / beta) is 5.422 / 5.399 eV.

Last column: Mulliken charge in e.
Geometry (Å):
Ti (0.4493, -0.4649, 0.2123)  -0.074
C (-2.7410, 0.4657, 0.9740)  -0.775
C (-2.7777, 0.3827, -0.4338)  0.167
C (-2.1810, -0.8683, -0.7952)  0.827
C (-1.8045, -1.5056, 0.4408)  -1.903
C (-2.1793, -0.6881, 1.5247)  0.545
C (-2.2372, -1.0610, 2.9932)  2.560
C (-3.7146, -1.2908, 3.3584)  -1.901
C (-1.4748, -2.3535, 3.2749)  -2.819
C (-1.6926, 0.0596, 3.8842)  -1.801
C (-2.3998, -1.7819, -2.0134)  2.115
C (-1.4019, -2.9538, -2.0232)  -1.727
C (-3.7969, -2.4192, -1.8735)  -1.704
C (-2.3224, -1.1133, -3.3892)  -1.626
C (-3.4147, 1.5144, -1.2584)  2.641
C (-4.7665, 1.0865, -1.8541)  -1.806
C (-3.7351, 2.7085, -0.3420)  -2.427
C (-2.5052, 2.0573, -2.3791)  -1.294
H (-3.0588, 1.3146, 1.5588)  0.461
H (-1.5082, -2.5403, 0.5311)  0.442
H (-4.1501, -2.0575, 2.7141)  0.376
H (-4.2912, -0.3742, 3.2244)  0.300
H (-3.8085, -1.6149, 4.4003)  0.448
H (-1.9265, -3.1953, 2.7446)  0.196
H (-1.4951, -2.5789, 4.3448)  0.490
H (-0.4350, -2.2787, 2.9659)  0.957
H (-2.2070, 1.0009, 3.6812)  0.240
H (-0.6292, 0.2121, 3.7101)  0.257
H (-1.8456, -0.1893, 4.9391)  0.452
H (-1.5577, -3.6248, -1.1796)  0.326
H (-0.3692, -2.6141, -1.9881)  0.058
H (-1.5428, -3.5406, -2.9354)  0.477
H (-3.8638, -2.9593, -0.9276)  0.243
H (-3.9842, -3.1241, -2.6912)  0.466
H (-4.5838, -1.6663, -1.8802)  0.238
H (-1.3796, -0.5919, -3.5369)  -0.026
H (-3.1253, -0.3991, -3.5392)  0.305
H (-2.4190, -1.8755, -4.1686)  0.578
H (-5.4286, 0.7283, -1.0629)  0.296
H (-4.6642, 0.2945, -2.5916)  0.335
H (-5.2471, 1.9372, -2.3486)  0.482
H (-4.4644, 2.4432, 0.4239)  0.385
H (-4.1577, 3.5189, -0.9413)  0.484
H (-2.8390, 3.0779, 0.1582)  0.414
H (-1.4585, 2.0259, -2.0919)  -0.079
H (-2.7620, 3.0963, -2.6068)  0.427
H (-2.6072, 1.4974, -3.3068)  0.211
C (4.1740, -1.4031, -0.0949)  -0.917
Si (3.9465, 0.4397, -0.2770)  0.233
C (4.9852, 0.8689, -1.8146)  -1.467
C (4.7681, 1.2706, 1.1898)  -1.155
N (2.2778, 0.8866, -0.3558)  1.279
C (1.9612, 2.1861, -0.5983)  0.493
C (2.7999, 3.1942, -1.1434)  -0.643
C (2.3493, 4.4856, -1.4024)  -0.877
C (1.0410, 4.8639, -1.1467)  -0.764
C (0.1791, 3.9108, -0.6064)  -1.030
C (0.6561, 2.6553, -0.3560)  -0.091
F (-0.2235, 1.7275, 0.1586)  0.774
H (5.2406, -1.6342, -0.1556)  0.579
H (3.6633, -1.9689, -0.8760)  0.135
H (3.8111, -1.7632, 0.8648)  0.203
H (5.4664, 1.8473, -1.7563)  0.456
H (4.3975, 0.8302, -2.7349)  0.325
H (5.7818, 0.1258, -1.9085)  0.420
H (5.8437, 1.0768, 1.2159)  0.366
H (4.3290, 0.8885, 2.1148)  0.246
H (4.6163, 2.3524, 1.1672)  0.322
H (3.8329, 2.9580, -1.3521)  0.125
H (3.0488, 5.2076, -1.8083)  0.400
H (0.6935, 5.8662, -1.3547)  0.420
H (-0.8577, 4.1302, -0.3907)  0.364
Cl (4.1555, -3.3644, 5.7582)  -0.277
C (3.2209, -2.4324, 4.6029)  0.156
C (2.9707, -1.0829, 4.8699)  -0.848
C (2.2249, -0.3593, 3.9641)  -0.525
C (1.7209, -0.9374, 2.7908)  0.936
O (0.9304, -0.2125, 2.0062)  0.287
C (2.0225, -2.3005, 2.5085)  0.902
C (1.6423, -2.8873, 1.2784)  -0.997
O (1.1354, -2.1704, 0.3173)  0.044
C (2.7660, -3.0335, 3.4625)  -1.272
H (3.3505, -0.6300, 5.7747)  0.420
H (1.9911, 0.6833, 4.1418)  0.464
H (1.8802, -3.9247, 1.0537)  0.143
H (2.9904, -4.0757, 3.2712)  0.418
N (1.6679, 1.9615, -4.2974)  -0.760
N (1.4648, 0.7904, -3.5874)  0.861
N (2.1950, -0.3033, -3.7298)  -1.142
C (1.6865, -1.0680, -2.7726)  -0.790
N (0.7152, -0.4385, -2.0943)  0.017
N (0.5656, 0.7349, -2.6581)  0.308
H (2.3975, 1.7603, -4.9707)  0.337
H (2.0013, 2.6527, -3.6216)  0.241
H (2.0278, -2.0620, -2.5472)  0.641

---

(2)
DFT (the ωB97M-V functional and the def2-TZVPD basis) results for 9 unconnected molecules or ions with the total composition C21H51Br12O12P3 in a non-equilibrium geometry.

The electronic energy comes out at -33646.141083 a.u. The calculation puts the maximum force at 2.4 eV/Å. The value obtained for the energy above the lowest of the compared OMol25 structures with the same formula, charge and spin is 0.0 kcal per mole. For the molar mass, the calculation gives 1547.40 g/mol. Its total charge is 0. The LUMO energy is 0.339 eV. The HOMO-LUMO gap is 9.941 eV.

Last column: Mulliken charge in e.
Geometry (Å):
C (0.0234, 0.6474, 3.5238)  -0.555
O (-0.2529, 2.0910, 3.7014)  -0.330
P (0.5270, 3.1959, 2.8623)  0.692
O (1.4854, 2.8121, 1.8193)  -0.682
O (-0.8029, 3.9978, 2.4220)  0.320
C (-0.5470, 5.1959, 1.7199)  -0.829
O (1.1769, 4.0858, 3.9600)  -0.327
C (0.4258, 4.6259, 5.0704)  -0.691
H (-0.1107, 0.2187, 4.5379)  0.401
H (1.0066, 0.4964, 3.1380)  0.145
H (-0.6043, 0.0645, 2.8307)  0.253
H (-0.0578, 5.1220, 0.7516)  0.239
H (0.0881, 5.8645, 2.3148)  0.336
H (-1.4958, 5.7389, 1.5445)  0.193
H (0.9135, 5.5705, 5.2420)  0.296
H (0.5012, 4.0050, 5.9643)  0.250
H (-0.6284, 4.7913, 4.8848)  0.268
C (-1.8781, 1.5879, -5.8863)  -0.673
O (-0.6817, 0.9876, -5.2733)  -0.109
P (-0.4041, -0.5682, -5.5281)  0.598
O (0.7415, -1.0594, -4.7794)  -0.266
O (-0.4370, -0.6082, -7.1119)  -0.427
C (-0.3525, -1.8761, -7.8215)  -0.605
O (-1.7714, -1.3963, -5.3481)  -0.294
C (-2.1391, -2.1407, -4.1702)  -0.299
H (-1.8732, 1.4097, -6.9480)  0.298
H (-1.8346, 2.6686, -5.7366)  0.217
H (-2.7880, 1.1346, -5.5130)  0.287
H (0.2579, -1.7398, -8.7180)  0.254
H (-1.3314, -2.2422, -8.1051)  0.254
H (0.1505, -2.6558, -7.1581)  0.242
H (-2.9464, -2.8403, -4.4302)  0.277
H (-2.4687, -1.4973, -3.3881)  0.312
H (-1.2819, -2.6728, -3.7766)  -0.124
C (4.2127, -4.8316, 1.9204)  -0.841
O (3.1815, -3.8688, 1.3748)  0.101
P (2.3358, -2.9361, 2.3615)  0.182
O (1.2062, -2.1883, 1.7080)  0.123
O (3.3855, -1.9269, 3.0401)  -0.328
C (3.6659, -0.6895, 2.3561)  -0.466
O (2.0454, -3.9374, 3.5234)  -0.257
C (1.0963, -3.5513, 4.5435)  -0.546
H (3.7724, -5.8222, 2.0012)  0.287
H (4.4316, -4.5928, 2.9700)  0.369
H (5.0946, -4.8227, 1.2559)  0.259
H (2.8005, -0.3790, 1.7645)  0.059
H (4.5760, -0.7433, 1.7434)  0.281
H (3.8478, 0.0488, 3.1418)  0.245
H (0.9723, -2.4572, 4.7313)  0.137
H (1.3999, -3.9317, 5.5654)  0.259
H (0.1453, -3.9284, 4.1569)  0.277
Br (-6.4442, 4.5181, 1.0141)  -0.185
C (-5.1882, 3.8542, -0.2699)  -0.590
C (-3.8211, 4.3636, 0.1445)  -0.124
Br (-2.4435, 3.6070, -1.0263)  -0.135
H (-5.5804, 4.2023, -1.1909)  0.418
H (-5.2674, 2.8058, -0.2110)  0.343
H (-3.4624, 3.9509, 1.0834)  -0.168
H (-3.8330, 5.4618, 0.0836)  0.401
Br (-3.6764, 3.4229, 6.2153)  -0.200
C (-4.4067, 2.4111, 4.7630)  -0.460
C (-3.2434, 1.9587, 3.8489)  0.040
Br (-4.0751, 0.9334, 2.3817)  -0.155
H (-5.0492, 3.0785, 4.1828)  0.318
H (-4.9070, 1.5243, 5.1651)  0.414
H (-2.5518, 1.2649, 4.3755)  0.281
H (-2.6873, 2.7181, 3.3622)  -0.188
Br (-0.5124, -4.7257, -2.1897)  -0.100
C (-0.8590, -5.7994, -0.6216)  -0.445
C (0.1805, -5.3655, 0.3936)  0.294
Br (0.1293, -6.5584, 1.9855)  -0.201
H (-0.7148, -6.8219, -0.9289)  0.476
H (-1.9055, -5.7183, -0.3428)  0.391
H (-0.0509, -4.4344, 0.9440)  -0.168
H (1.1527, -5.2791, -0.0628)  -0.238
Br (2.7618, 5.9702, -0.7218)  -0.208
C (2.8442, 3.9750, -1.1815)  -0.367
C (2.6446, 3.8270, -2.6604)  -0.619
Br (0.8787, 4.3597, -3.3509)  -0.135
H (2.0863, 3.5158, -0.5972)  0.088
H (3.8573, 3.7073, -0.9870)  0.439
H (2.7347, 2.7691, -2.9813)  0.240
H (3.3113, 4.3862, -3.2397)  0.536
Br (3.2847, -5.3339, -1.3545)  -0.232
C (2.9521, -3.3568, -1.6674)  -0.054
C (2.7436, -3.0443, -3.1335)  -0.404
Br (4.3750, -3.4270, -4.0655)  -0.156
H (3.9140, -3.0123, -1.3070)  0.621
H (2.1052, -2.9521, -1.0998)  -0.292
H (2.5852, -1.9566, -3.1960)  0.193
H (1.9345, -3.6530, -3.5102)  0.273
Br (-2.3197, -1.7209, 0.7296)  -0.227
C (-0.7576, -1.4314, -0.4035)  1.129
C (-0.2947, 0.0325, -0.2531)  0.450
Br (0.6330, 0.5049, -1.8681)  -0.036
H (-1.1562, -1.7369, -1.3748)  -0.424
H (0.0186, -2.1313, -0.0526)  -0.734
H (0.4241, 0.1372, 0.5411)  -0.504
H (-1.1230, 0.7427, -0.1173)  0.345